Computed, not measured: a cluster of 2 separate species, C4H13FSi2 in total in a non-equilibrium geometry, with ωB97M-V/def2-TZVPD.

## Properties
**Gap between HOMO and LUMO (spin up / spin down)**: 7.694 / 7.692 eV
**HOMO (spin up / spin down)**: -7.8 / -7.8 eV
**Energy above the lowest of the compared OMol25 structures with the same formula, charge and spin**: 274.0 kJ/mol

Geometry as ORCA input:
```
! RIJCOSX wB97M-V def2-TZVPD def2/J DEFGRID3
* xyz 0 1
C 2.466 1.862 -0.298
C 1.624 -2.136 -0.680
C -1.536 1.857 0.043
C -2.480 -1.064 0.747
F -1.340 -0.478 -1.655
Si 0.994 -0.595 0.470
Si -1.148 -0.005 -0.094
H 2.641 1.758 -1.377
H 1.981 2.579 0.300
H 3.256 1.491 0.221
H 1.911 -1.740 -1.585
H 2.411 -2.608 -0.026
H 0.817 -2.755 -0.755
H -2.075 2.049 0.983
H -0.716 2.413 -0.246
H -2.360 2.187 -0.684
H -2.440 -1.024 1.765
H -3.414 -0.715 0.565
H -2.231 -2.148 0.603
H 1.638 -0.928 1.703
*
```

---

Computed, not measured: a structure of composition C34H45BrIOPPdSi4Te in a non-equilibrium geometry, with ωB97M-V/def2-TZVPD.

## Properties
**Gap between HOMO and LUMO**: 5.685 eV
**HOMO**: -6.6 eV
**Energy above the lowest of the compared OMol25 structures with the same formula, charge and spin**: 68.7 kJ/mol

Geometry as ORCA input:
```
! RIJCOSX wB97M-V def2-TZVPD def2/J DEFGRID3
* xyz 0 1
Pd -0.189 0.548 -0.399
O 0.493 2.602 -1.569
C -0.576 2.073 -1.672
C -1.751 2.178 -2.473
C -2.002 3.346 -3.221
C -3.224 3.520 -3.828
C -4.208 2.540 -3.722
C -3.960 1.368 -3.024
C -2.736 1.174 -2.403
P -2.200 -0.304 -1.494
C -1.350 -1.320 -2.760
C -1.333 -0.991 -4.112
C -0.623 -1.781 -5.006
C 0.049 -2.909 -4.561
C 0.009 -3.256 -3.217
C -0.674 -2.457 -2.316
C -3.731 -1.252 -1.232
C -4.004 -2.463 -1.859
C -5.205 -3.112 -1.610
C -6.135 -2.563 -0.740
C -5.866 -1.354 -0.113
C -4.666 -0.706 -0.350
H -1.221 4.093 -3.287
H -3.430 4.424 -4.387
H -5.168 2.689 -4.200
H -4.718 0.599 -2.958
H -1.868 -0.118 -4.464
H -0.593 -1.520 -6.056
H 0.615 -3.514 -5.258
H 0.524 -4.141 -2.866
H -0.682 -2.703 -1.259
H -3.288 -2.899 -2.542
H -5.417 -4.053 -2.102
H -7.068 -3.077 -0.549
H -6.588 -0.919 0.566
H -4.439 0.231 0.149
Br -3.230 2.998 4.561
C -3.078 4.203 3.102
C -3.735 5.422 3.192
C -3.653 6.327 2.146
C -2.901 6.022 1.022
C -2.240 4.806 0.941
C -2.329 3.884 1.975
I -1.374 1.995 1.759
H -4.301 5.658 4.083
H -4.180 7.270 2.213
H -2.822 6.733 0.209
H -1.643 4.571 0.068
C 2.214 -0.336 -1.899
Si 3.317 0.011 -0.388
C 5.037 -0.571 -0.929
C 3.377 1.868 -0.032
Si 2.443 -1.035 1.575
Te -0.098 -1.148 1.558
Si 3.103 0.157 3.519
C 2.381 1.906 3.560
C 2.449 -0.774 5.032
C 4.989 0.280 3.671
Si 3.023 -3.346 1.637
C 4.408 -3.618 2.901
C 1.542 -4.390 2.167
C 3.610 -3.978 -0.052
H 2.461 0.316 -2.741
H 1.134 -0.187 -1.669
H 2.309 -1.371 -2.226
H 5.407 0.069 -1.734
H 4.997 -1.593 -1.311
H 5.762 -0.543 -0.113
H 3.775 2.423 -0.886
H 3.995 2.098 0.839
H 2.374 2.244 0.166
H 1.293 1.872 3.480
H 2.757 2.519 2.739
H 2.626 2.412 4.498
H 1.367 -0.907 4.961
H 2.668 -0.238 5.958
H 2.899 -1.767 5.109
H 5.444 0.738 2.790
H 5.440 -0.707 3.802
H 5.264 0.887 4.537
H 4.104 -3.281 3.893
H 5.312 -3.074 2.620
H 4.663 -4.679 2.975
H 1.082 -3.968 3.063
H 1.821 -5.425 2.376
H 0.776 -4.386 1.390
H 2.860 -3.773 -0.821
H 3.778 -5.058 -0.031
H 4.546 -3.506 -0.358
*
```

---

Computed, not measured: a structure of composition C26H41NO8PPdS2, with ωB97M-V/def2-TZVPD.

## Properties
**Gap between HOMO and LUMO**: 8.680 eV
**HOMO**: -6.2 eV
**Energy above the lowest of the compared OMol25 structures with the same formula, charge and spin**: 0.0 kJ/mol

Geometry as ORCA input:
```
! RIJCOSX wB97M-V def2-TZVPD def2/J DEFGRID3
* xyz -1 1
Pd 0.428 -0.933 -0.101
O -1.209 -0.558 2.190
S -2.147 -1.300 1.372
O -2.866 -2.358 2.034
O -1.544 -1.755 0.086
C -3.406 -0.116 0.864
C -4.697 -0.411 1.298
C -5.764 0.420 1.012
C -5.551 1.577 0.279
C -4.276 1.880 -0.158
C -3.192 1.046 0.122
S -1.703 1.719 -0.646
O -1.601 3.061 -0.127
O -2.006 1.645 -2.071
O -0.498 0.945 -0.300
H -4.835 -1.316 1.871
H -6.756 0.164 1.362
H -6.371 2.244 0.045
H -4.100 2.780 -0.730
O 1.909 -3.854 2.218
C 1.566 -3.236 1.263
N 1.297 -2.683 0.240
C 6.175 -1.667 1.677
C 4.922 -1.691 2.544
C 3.859 -0.738 1.978
C 3.933 -0.649 0.439
C 4.409 -1.988 -0.131
C 5.869 -2.233 0.281
P 2.388 0.074 -0.244
C 2.166 1.701 0.597
C 3.398 2.622 0.736
C 3.193 3.649 1.860
C 1.739 4.107 1.890
C 0.823 2.943 2.305
C 1.430 1.581 1.941
C 2.668 0.484 -2.017
C 2.477 -0.718 -2.958
C 2.664 -0.240 -4.393
C 4.115 0.223 -4.644
C 4.853 0.514 -3.335
C 3.968 1.268 -2.345
H 6.988 -2.229 2.143
H 6.527 -0.632 1.594
H 5.156 -1.402 3.570
H 4.520 -2.705 2.590
H 3.995 0.258 2.405
H 2.870 -1.078 2.285
H 4.697 0.093 0.175
H 4.326 -2.023 -1.213
H 3.764 -2.781 0.246
H 6.546 -1.791 -0.456
H 6.056 -3.309 0.272
H 1.450 2.179 -0.082
H 3.550 3.158 -0.203
H 4.313 2.055 0.927
H 3.876 4.489 1.713
H 3.449 3.204 2.826
H 1.460 4.462 0.893
H 1.610 4.956 2.565
H -0.148 3.043 1.815
H 0.647 2.971 3.384
H 0.640 0.832 1.896
H 2.129 1.261 2.717
H 1.802 1.129 -2.214
H 1.478 -1.122 -2.815
H 3.187 -1.517 -2.750
H 1.963 0.581 -4.568
H 2.388 -1.030 -5.093
H 4.116 1.123 -5.266
H 4.665 -0.538 -5.204
H 5.761 1.090 -3.533
H 5.181 -0.423 -2.877
H 3.702 2.239 -2.771
H 4.547 1.484 -1.447
C -1.480 -1.688 -3.353
O -0.642 -0.596 -3.039
H -0.852 -2.576 -3.443
H -2.008 -1.540 -4.303
H -2.212 -1.875 -2.561
H -1.201 0.180 -2.848
*
```

---

Computed, not measured: an isolated molecule of C5H12O3 in a non-equilibrium geometry, with ωB97M-V/def2-TZVPD.

## Properties
**Gap between HOMO and LUMO**: 10.200 eV
**SMILES string**: CC(C)(O)CC(O)O
**HOMO**: -9.7 eV
**Energy above the lowest of the compared OMol25 structures with the same formula, charge and spin**: 205.3 kJ/mol

Geometry as ORCA input:
```
! RIJCOSX wB97M-V def2-TZVPD def2/J DEFGRID3
* xyz 0 1
C 1.265 0.812 -0.764
C -0.194 0.459 -0.529
C -1.100 0.296 -1.729
O -0.733 1.614 0.071
C -0.338 -0.912 0.342
C -0.240 -0.756 2.072
O 0.687 0.328 2.322
O 0.201 -1.889 2.622
H 1.767 0.152 -1.506
H 1.719 0.587 0.237
H 1.548 1.775 -1.023
H -0.857 1.191 -2.378
H -1.046 -0.559 -2.372
H -2.111 0.549 -1.482
H -0.355 1.655 0.982
H -1.274 -1.430 0.110
H 0.480 -1.520 0.042
H -1.233 -0.381 2.601
H 0.824 0.375 3.296
H -0.583 -2.442 2.827
*
```

---

Computed, not measured: an isolated molecule of CH5N3O in a non-equilibrium geometry, with ωB97M-V/def2-TZVPD.

## Properties
**Gap between HOMO and LUMO**: 10.726 eV
**SMILES string**: NC/N=N/O
**HOMO**: -9.7 eV
**Energy above the lowest of the compared OMol25 structures with the same formula, charge and spin**: 201.7 kJ/mol

Geometry as ORCA input:
```
! RIJCOSX wB97M-V def2-TZVPD def2/J DEFGRID3
* xyz 0 1
N -1.240 0.131 1.152
C -0.211 -0.617 0.461
N 0.315 0.196 -0.594
N 1.554 0.281 -0.638
O 1.996 1.028 -1.651
H -1.912 0.490 0.482
H -1.727 -0.468 1.808
H -0.591 -1.533 -0.033
H 0.570 -0.904 1.180
H 1.246 1.396 -2.167
*
```

---

Computed, not measured: an isolated molecule of C18H20N2O4S in a non-equilibrium geometry, with ωB97M-V/def2-TZVPD.

## Properties
**Gap between HOMO and LUMO**: 9.223 eV
**SMILES string**: O=C(NC[C@H]1CCCO1)c1ccc(NS(=O)(=O)c2ccccc2)cc1
**HOMO**: -8.8 eV
**Energy above the lowest of the compared OMol25 structures with the same formula, charge and spin**: 132.0 kJ/mol

Geometry as ORCA input:
```
! RIJCOSX wB97M-V def2-TZVPD def2/J DEFGRID3
* xyz 0 1
O -0.262 -1.976 2.506
C -0.812 -0.916 2.262
N -1.389 -0.151 3.220
C -1.245 -0.434 4.626
C -0.195 0.490 5.264
C 1.212 0.308 4.661
C 1.404 1.564 3.810
C 0.534 2.571 4.560
O -0.584 1.840 5.020
C -0.909 -0.369 0.879
C 0.089 -0.712 -0.030
C 0.068 -0.239 -1.325
C -0.970 0.590 -1.744
N -1.019 1.044 -3.052
S 0.327 1.238 -4.046
O -0.149 2.073 -5.108
O 1.462 1.662 -3.284
C 0.594 -0.416 -4.661
C 1.824 -1.020 -4.491
C 2.016 -2.304 -4.977
C 0.980 -2.959 -5.624
C -0.248 -2.337 -5.793
C -0.444 -1.054 -5.310
C -1.983 0.920 -0.844
C -1.952 0.448 0.452
H -1.656 0.797 3.006
H -2.207 -0.278 5.120
H -0.940 -1.476 4.729
H -0.187 0.309 6.349
H 1.959 0.268 5.455
H 1.277 -0.607 4.077
H 1.022 1.408 2.800
H 2.443 1.880 3.748
H 1.084 2.992 5.415
H 0.165 3.388 3.938
H 0.885 -1.361 0.303
H 0.853 -0.497 -2.015
H -1.763 1.685 -3.277
H 2.606 -0.477 -3.985
H 2.971 -2.790 -4.851
H 1.130 -3.959 -6.000
H -1.049 -2.851 -6.302
H -1.383 -0.539 -5.433
H -2.799 1.549 -1.171
H -2.762 0.699 1.122
*
```

---

Computed, not measured: a cluster of 4 separate species, C18H42F6N4O8S2 in total in a non-equilibrium geometry, with ωB97M-V/def2-TZVPD.

## Properties
**Gap between HOMO and LUMO**: 9.339 eV
**SMILES string**: O=S(=O)(O)CCCCN(C(F)(F)C(F)(F)F)S(=O)(=O)F.COC[C@@H](C)N.COC[C@@H](C)N.COC[C@@H](C)N
**HOMO**: -9.0 eV

Geometry as ORCA input:
```
! RIJCOSX wB97M-V def2-TZVPD def2/J DEFGRID3
* xyz 0 1
O -1.355 6.425 -6.766
S -0.581 5.449 -7.472
O -0.849 5.388 -8.871
O 0.973 5.717 -7.276
C -0.919 3.817 -6.810
C -1.566 3.850 -5.426
C -0.685 4.477 -4.334
C 0.769 3.992 -4.397
N 1.533 4.042 -3.132
C 1.208 3.053 -2.155
F 0.024 3.210 -1.541
F 2.150 3.119 -1.184
C 1.254 1.592 -2.698
F 2.195 1.432 -3.630
F 0.066 1.309 -3.281
F 1.430 0.751 -1.687
S 1.739 5.571 -2.541
O 1.162 5.746 -1.265
O 1.418 6.500 -3.559
F 3.266 5.603 -2.376
H 1.060 6.426 -6.618
H -0.045 3.175 -6.849
H -1.627 3.399 -7.517
H -2.473 4.443 -5.484
H -1.851 2.830 -5.171
H -0.728 5.546 -4.506
H -1.169 4.292 -3.379
H 1.299 4.630 -5.092
H 0.795 3.008 -4.847
C 3.956 -3.314 1.342
O 3.314 -2.392 0.483
C 3.083 -1.109 1.044
C 4.294 -0.167 0.999
C 5.357 -0.480 2.047
N 4.928 -0.145 -0.325
H 3.654 -3.173 2.383
H 5.044 -3.242 1.258
H 3.664 -4.316 1.027
H 2.292 -0.667 0.437
H 2.681 -1.200 2.057
H 3.919 0.840 1.208
H 5.960 -1.345 1.774
H 6.039 0.364 2.154
H 4.905 -0.669 3.023
H 4.247 0.167 -1.012
H 5.117 -1.109 -0.588
C -2.852 -1.096 4.314
O -2.631 -0.453 3.070
C -1.787 0.679 3.119
C -0.286 0.357 3.112
C 0.241 -0.150 4.451
N 0.063 -0.615 2.070
H -2.886 -0.383 5.142
H -2.089 -1.855 4.499
H -3.814 -1.605 4.255
H -2.013 1.248 2.212
H -2.053 1.321 3.969
H 0.239 1.291 2.889
H -0.032 -1.189 4.633
H 1.330 -0.097 4.471
H -0.137 0.454 5.278
H -0.194 -0.232 1.164
H -0.557 -1.414 2.180
C -2.873 -5.821 4.814
O -2.628 -4.742 3.931
C -2.548 -5.088 2.561
C -3.903 -5.231 1.854
C -4.634 -6.529 2.183
N -4.792 -4.100 2.138
H -2.393 -6.742 4.470
H -3.944 -5.987 4.946
H -2.457 -5.552 5.785
H -2.009 -4.263 2.087
H -1.931 -5.986 2.429
H -3.700 -5.236 0.779
H -5.097 -6.501 3.169
H -5.432 -6.703 1.461
H -3.957 -7.384 2.145
H -4.351 -3.240 1.821
H -4.839 -3.994 3.148
*
```

---

Computed, not measured: a cluster of 8 separate species, C22H62N5O13 in total in a non-equilibrium geometry, with ωB97M-V/def2-TZVPD.

## Properties
**Gap between HOMO and LUMO (spin up / spin down)**: 8.472 / 2.515 eV
**HOMO (spin up / spin down)**: -8.6 / -8.6 eV

Geometry as ORCA input:
```
! RIJCOSX wB97M-V def2-TZVPD def2/J DEFGRID3
* xyz 0 2
N -0.635 -0.077 -0.129
O -1.821 -0.078 0.178
O 0.166 -0.646 0.543
O -0.275 0.399 -1.203
C 0.487 3.934 -1.129
C -0.665 3.552 -2.114
O -1.610 2.758 -1.481
O 1.507 4.718 -1.746
H 0.857 3.044 -0.620
H 0.108 4.559 -0.320
H -0.257 2.979 -2.947
H -0.956 4.531 -2.497
H -1.292 1.852 -1.486
H 2.148 5.117 -1.153
C -0.084 -2.863 4.031
C -0.811 -1.521 3.764
O -1.789 -1.415 4.774
O 0.597 -2.892 5.255
H 0.542 -3.121 3.178
H -0.777 -3.704 4.032
H -1.208 -1.556 2.749
H -0.101 -0.695 3.723
H -2.669 -1.401 4.390
H -0.069 -3.055 5.928
C 0.706 0.030 -4.286
C 0.968 -1.410 -3.887
O 2.337 -1.670 -3.675
O 1.193 0.923 -3.284
H -0.364 0.144 -4.461
H 1.265 0.144 -5.214
H 0.576 -2.123 -4.612
H 0.438 -1.623 -2.958
H 2.432 -2.146 -2.846
H 0.732 0.596 -2.508
C -5.072 -1.286 -1.783
C -3.758 -2.119 -1.892
C -2.699 -1.501 -2.829
O -3.133 -1.200 -4.144
C -3.386 -2.299 -5.013
N -3.317 -2.367 -0.458
H -5.177 -0.633 -2.650
H -5.030 -0.599 -0.937
H -5.922 -1.958 -1.666
H -3.911 -3.130 -2.271
H -1.710 -1.956 -2.876
H -2.464 -0.513 -2.433
H -4.303 -2.785 -4.679
H -2.618 -3.040 -4.792
H -3.330 -2.015 -6.064
H -2.720 -1.603 -0.175
H -4.108 -2.340 0.169
C -2.598 2.452 2.438
C -4.012 1.991 2.227
C -4.845 3.283 2.042
O -4.771 4.258 3.140
C -5.606 5.377 2.965
N -4.158 1.068 1.039
H -2.445 3.235 3.181
H -2.165 2.834 1.513
H -1.974 1.636 2.801
H -4.342 1.454 3.116
H -5.902 3.018 2.041
H -4.599 3.852 1.146
H -6.630 5.012 2.900
H -5.282 5.948 2.095
H -5.367 5.993 3.832
H -3.994 1.658 0.236
H -3.346 0.480 0.912
C 1.698 2.197 2.283
C 2.856 1.324 1.676
C 4.318 1.701 2.059
O 5.285 0.979 1.301
C 6.580 1.583 1.251
N 2.535 -0.080 2.016
H 1.643 3.203 1.868
H 1.828 2.390 3.348
H 0.713 1.731 2.252
H 2.793 1.413 0.592
H 4.501 1.470 3.109
H 4.541 2.764 1.961
H 6.985 1.791 2.241
H 6.457 2.456 0.611
H 7.227 0.898 0.703
H 3.345 -0.576 1.672
H 1.792 -0.233 1.350
C 3.230 -4.654 -1.385
C 2.970 -3.503 -0.373
C 4.141 -2.491 -0.306
O 5.383 -3.274 -0.141
C 6.536 -2.585 -0.514
N 1.777 -2.821 -0.850
H 2.298 -5.213 -1.466
H 4.003 -5.321 -1.002
H 3.586 -4.317 -2.358
H 2.791 -3.931 0.613
H 4.017 -1.781 0.511
H 4.172 -1.928 -1.239
H 6.609 -2.169 -1.519
H 7.440 -3.119 -0.223
H 6.562 -1.674 0.085
H 1.040 -3.449 -1.139
H 1.371 -2.270 -0.107
*
```

---

Computed, not measured: the ion BrH3O3P with charge +1 in a non-equilibrium geometry, with ωB97M-V/def2-TZVPD.

## Properties
**Gap between HOMO and LUMO**: 11.163 eV
**HOMO**: -16.2 eV
**Energy above the lowest of the compared OMol25 structures with the same formula, charge and spin**: 53.8 kJ/mol

Geometry as ORCA input:
```
! RIJCOSX wB97M-V def2-TZVPD def2/J DEFGRID3
* xyz 1 1
O 0.254 -1.364 0.754
O 0.478 0.007 -1.256
O 0.300 1.277 0.706
P -0.215 -0.026 0.109
Br -2.449 0.232 -0.110
H 1.001 -1.838 0.338
H 0.220 0.165 -2.149
H 0.411 1.547 1.608
*
```

---

Question: What is the formula in the eighth record?
Answer: C22H62N5O13

---

What did the fourth record say?
Computed, not measured: an isolated molecule of C5H12O3 in a non-equilibrium geometry, with ωB97M-V/def2-TZVPD.

## Properties
**Gap between HOMO and LUMO**: 10.200 eV
**SMILES string**: CC(C)(O)CC(O)O
**HOMO**: -9.7 eV
**Energy above the lowest of the compared OMol25 structures with the same formula, charge and spin**: 205.3 kJ/mol

Geometry as ORCA input:
```
! RIJCOSX wB97M-V def2-TZVPD def2/J DEFGRID3
* xyz 0 1
C 1.265 0.812 -0.764
C -0.194 0.459 -0.529
C -1.100 0.296 -1.729
O -0.733 1.614 0.071
C -0.338 -0.912 0.342
C -0.240 -0.756 2.072
O 0.687 0.328 2.322
O 0.201 -1.889 2.622
H 1.767 0.152 -1.506
H 1.719 0.587 0.237
H 1.548 1.775 -1.023
H -0.857 1.191 -2.378
H -1.046 -0.559 -2.372
H -2.111 0.549 -1.482
H -0.355 1.655 0.982
H -1.274 -1.430 0.110
H 0.480 -1.520 0.042
H -1.233 -0.381 2.601
H 0.824 0.375 3.296
H -0.583 -2.442 2.827
*
```

---

Question: What is the formula in the fifth record?
Answer: CH5N3O